Record 1
The following is a quantum chemistry calculation of a molecular structure, C27H41BrCoN2P2, from OMol25.

Geometry as ORCA input:
```
! RIJCOSX wB97M-V def2-TZVPD def2/J DEFGRID3
* xyz 2 4
Br 1.372 -5.617 4.571
Co 0.153 -0.121 0.070
P -0.468 1.341 -1.471
P 2.365 -0.401 -0.416
N -3.531 -2.275 -4.020
N -0.417 0.930 1.470
C -2.281 1.641 -1.409
C -0.355 -2.683 1.456
C -1.374 -2.477 -3.029
C -0.805 -4.014 1.401
C -2.840 2.881 -2.101
C 1.021 -3.090 3.388
C 4.550 0.791 -1.865
C -1.059 1.187 -4.335
C -3.265 -1.679 -1.732
C 0.509 -2.205 2.455
C 3.935 -2.584 -1.477
C 0.331 3.904 -2.597
C 0.606 -4.406 3.279
C 2.664 -2.198 -0.719
C -0.585 -1.804 0.387
C -2.252 -2.618 -4.110
C 3.304 0.108 1.083
C -1.006 -1.504 -0.793
C 0.277 3.018 -1.353
C -0.321 -4.908 2.362
C -0.115 0.773 -3.207
C -4.053 -1.857 -2.875
C -1.060 1.349 2.354
C -1.775 1.646 3.573
C -1.878 -1.907 -1.843
C 3.044 0.545 -1.844
C 4.628 -0.601 1.350
H -2.656 2.894 -3.181
H 0.902 3.464 -3.423
H -2.462 3.816 -1.675
H -1.476 -4.312 0.601
H -3.698 -1.321 -0.800
H -0.654 -5.941 2.373
H 3.964 -3.673 -1.606
H -1.111 1.532 4.440
H 4.493 -1.680 1.484
H -2.754 0.735 -1.811
H -0.686 0.746 -5.270
H 1.719 -2.764 4.158
H 2.736 0.022 -2.762
H 3.966 -2.141 -2.479
H 4.847 -2.304 -0.935
H 2.628 -2.713 0.254
H -2.165 2.668 3.561
H 2.512 1.510 -1.848
H -0.326 -2.755 -3.114
H -0.306 3.519 -0.568
H -1.093 2.274 -4.491
H 1.781 -2.548 -1.277
H 5.071 -0.217 2.278
H 5.125 -0.138 -1.944
H -2.541 1.672 -0.340
H 0.833 4.840 -2.325
H 4.810 1.399 -2.741
H 2.625 -0.054 1.935
H -0.661 4.179 -2.973
H -2.621 0.954 3.682
H 5.365 -0.438 0.554
H 4.887 1.342 -0.981
H -0.069 -0.326 -3.168
H -5.123 -1.638 -2.832
H 0.903 1.121 -3.435
H 3.455 1.197 1.022
H 0.808 -1.150 2.459
H -3.928 2.885 -1.972
H 1.291 2.885 -0.951
H -1.879 -3.011 -5.059
H -2.082 0.810 -4.195
*
```

Calculated values
- Electronic energy: -5801.82062 Ha
- Energy above the lowest of the compared OMol25 structures with the same formula, charge and spin: 0.0 kcal/mol
- <S²>: 3.78
- Kohn-Sham gap (spin up / spin down): 7.95 / 6.45 eV

=====

Record 2
The following is a quantum chemistry calculation of 12 unconnected molecules or ions with the total composition C20H57BrN23O14P, from OMol25.

Geometry as ORCA input:
```
! RIJCOSX wB97M-V def2-TZVPD def2/J DEFGRID3
* xyz 0 1
Br -1.740 0.495 -0.432
P 2.610 3.251 -1.515
O -3.844 5.261 0.987
O 2.358 -3.791 4.636
O 1.647 -4.603 0.450
O -0.307 2.778 -5.044
O -3.164 -4.249 2.808
O 2.504 1.170 -3.142
O 5.333 -5.843 -2.012
O 6.565 -6.091 2.236
O -9.405 0.777 -1.729
O -4.673 -1.581 1.395
O -8.437 2.194 1.459
O 9.504 5.460 -2.226
O 4.644 5.827 -0.925
O 2.533 1.450 -5.576
N 10.170 3.474 -3.075
N 4.987 -5.101 3.522
N 4.568 -5.529 1.330
N -3.363 -2.231 3.809
N -2.240 -3.919 4.847
N 11.355 4.460 -1.399
N 4.935 -6.959 -3.937
N -10.480 -0.574 -3.189
N -4.222 -1.420 -0.814
N 5.856 7.649 -1.502
N 2.390 -3.759 6.895
N 6.682 5.559 -1.864
N -0.314 -3.695 1.125
N -8.951 0.941 -3.937
N -5.682 5.906 2.133
N -7.800 0.190 0.624
N 4.074 3.177 -2.216
N -6.596 1.174 2.286
N 3.208 -6.062 -2.748
N 0.919 -5.098 5.780
N -3.617 6.616 2.784
N -5.749 -2.932 -0.068
N 0.074 -5.921 1.408
C 1.918 -4.189 5.702
C 0.235 1.811 -2.801
C -2.715 3.299 -0.399
C 5.448 -5.606 2.354
C -4.348 5.887 1.908
C -4.868 -1.953 0.244
C 0.540 -4.731 0.961
C 0.773 2.662 -4.067
C 5.662 6.312 -1.400
C -9.599 0.406 -2.877
C 1.771 0.674 -0.784
C 2.037 -0.235 0.133
C -2.938 -3.512 3.760
C 4.544 -6.261 -2.844
C 1.645 1.663 -2.035
C 2.048 1.712 -4.423
C 10.292 4.525 -2.233
C -7.662 1.248 1.456
C -1.326 2.462 -0.669
C -0.927 2.759 -2.205
H 11.480 5.226 -0.755
H 1.984 4.466 -1.986
H 0.681 -6.720 1.305
H -0.593 3.730 -4.990
H 7.527 5.938 -2.257
H -0.005 -2.790 0.804
H 2.836 3.342 -0.103
H -10.984 -0.999 -2.426
H -5.922 -3.251 -1.005
H -4.367 -1.711 -1.764
H 5.923 -7.128 -4.044
H -8.286 1.675 -3.746
H 0.540 -5.440 6.645
H 2.542 -6.397 -3.421
H 4.866 -5.893 0.437
H 2.408 -0.936 0.980
H -6.263 5.375 1.502
H 10.806 2.697 -3.096
H 1.025 3.775 -3.865
H -3.076 3.228 0.685
H -6.116 6.414 2.884
H -5.948 0.404 2.298
H -0.564 2.845 0.108
H -1.884 2.538 -2.837
H -8.585 0.205 -0.014
H -3.554 -0.685 -0.621
H -6.253 -3.357 0.695
H -7.173 -0.595 0.609
H 12.013 3.702 -1.388
H 0.543 -5.442 4.910
H 4.072 -4.701 3.633
H 2.876 -5.545 -1.946
H -6.455 1.942 2.923
H 4.812 3.200 -1.482
H -0.731 3.894 -2.340
H -4.012 7.137 3.546
H 9.389 3.485 -3.714
H -3.496 2.817 -1.099
H 5.117 8.247 -1.167
H 5.606 -5.136 4.316
H 2.040 -4.076 7.782
H 3.135 -3.081 6.877
H -10.654 -0.893 -4.125
H -3.187 -1.613 4.580
H -0.066 0.789 -3.240
H -0.830 -6.046 1.830
H 3.646 -5.133 1.413
H 4.302 -7.311 -4.633
H -2.618 6.628 2.650
H -3.888 -1.888 3.014
H 6.577 4.558 -1.806
H -2.042 -3.333 5.638
H -1.226 -3.781 1.542
H -2.512 4.387 -0.753
H -9.096 0.651 -4.887
H -1.904 -4.869 4.845
H 6.684 8.067 -1.888
*
```

Calculated values
- Electronic energy: -6024.60284 Ha
- SMILES string: C#C[C@@]1([PH2]=N)OC(=O)[C@@H](O)[C@@H]1C[C@@H](C)Br.NC(N)=O.NC(N)=O.NC(N)=O.NC(N)=O.NC(N)=O.NC(N)=O.NC(N)=O.NC(N)=O.NC(N)=O.NC(N)=O.NC(N)=O
- Energy above the lowest of the compared OMol25 structures with the same formula, charge and spin: 54.5 kcal/mol
- Kohn-Sham gap: 7.88 eV

=====

Record 3
The following is a quantum chemistry calculation of 6 unconnected molecules or ions with the total composition C31H58N3O16, from OMol25.

Geometry as ORCA input:
```
! RIJCOSX wB97M-V def2-TZVPD def2/J DEFGRID3
* xyz 1 1
O -2.886 0.975 -3.715
O 2.635 -0.588 -0.575
O 0.150 1.151 7.088
O -6.925 -4.727 -3.288
O 6.582 0.056 4.045
O 7.123 2.044 4.683
O 1.877 -0.307 6.969
O -1.307 6.175 -2.004
O 2.075 1.762 7.842
O -4.903 1.726 -4.397
O -0.525 6.743 0.041
O 6.892 0.438 6.252
O -6.689 -2.602 -2.990
O -2.108 5.166 -0.275
O -6.968 -3.366 -5.095
O -3.702 0.199 -5.555
N 2.598 -5.028 -0.614
N 3.714 -2.999 -0.973
N 2.661 -4.144 -2.720
C 1.410 0.762 7.272
C 0.997 6.592 -2.709
C -2.264 -1.246 0.020
C 6.257 -1.311 4.332
C -2.111 4.931 1.137
C 6.869 0.811 5.110
C -6.874 -3.551 -3.909
C -4.612 1.333 -7.523
C -3.926 1.042 -4.549
C 1.651 -0.544 -1.590
C -0.414 7.128 -2.609
C 0.039 -0.616 0.350
C -1.183 -0.844 7.550
C 4.839 -1.443 4.845
C 0.286 -0.775 -1.004
C -0.750 -1.170 -1.847
C -4.725 0.162 -6.573
C 7.407 2.987 5.725
C -6.581 -1.281 -3.529
C 4.849 -0.457 0.239
C 3.979 -0.593 -1.020
C -7.099 -5.868 -4.147
C 2.997 -4.009 -1.452
C 4.273 -1.904 -1.774
C -5.804 -6.271 -4.817
C -2.959 1.869 -2.598
C -0.724 0.164 6.520
C 3.446 1.475 8.146
C -2.016 -1.398 -1.334
C -1.239 6.095 -0.677
C -1.233 -0.852 0.860
H 1.428 6.446 -1.719
H 8.202 2.621 6.370
H -3.253 -1.434 0.415
H 4.725 -0.955 5.811
H -0.227 -0.321 5.680
H -1.181 4.454 1.443
H 6.971 -1.736 5.036
H 1.600 -5.032 -0.433
H 5.609 -1.236 0.287
H -1.397 -0.732 1.925
H -1.568 0.735 6.136
H 4.192 0.249 -1.687
H 7.720 3.897 5.223
H -5.026 -6.437 -4.070
H -4.560 -0.780 -7.092
H -5.948 -7.193 -5.380
H 5.289 0.532 0.329
H -0.449 8.062 -2.051
H 2.682 -3.393 -3.388
H 2.356 -5.050 -3.039
H -4.811 2.272 -7.010
H 1.822 -1.329 -2.339
H 3.510 0.735 8.940
H -2.844 2.902 -2.920
H 3.876 -1.878 -2.786
H -7.878 -5.656 -4.878
H 3.115 -5.029 0.258
H -1.920 -1.518 7.112
H -5.464 -5.497 -5.503
H -2.244 5.861 1.684
H -3.901 1.752 -2.067
H 0.827 -0.301 1.022
H 3.876 2.414 8.480
H 3.390 -2.675 -0.066
H -7.431 -1.048 -4.166
H -2.815 -1.703 -1.998
H 4.136 -0.977 4.152
H -2.137 1.599 -1.940
H -5.334 1.223 -8.332
H -5.705 0.122 -6.102
H -6.565 -0.603 -2.681
H 1.696 0.415 -2.119
H 1.624 7.295 -3.257
H 3.974 1.115 7.265
H 1.003 5.635 -3.233
H -3.611 1.380 -7.952
H 6.366 -1.836 3.383
H -5.655 -1.183 -4.094
H 6.512 3.177 6.315
H -1.637 -0.337 8.401
H 5.357 -2.010 -1.847
H -2.948 4.266 1.324
H -0.345 -1.438 7.913
H 4.204 -0.596 1.110
H -7.455 -6.656 -3.487
H -0.566 -1.293 -2.909
H 4.569 -2.493 4.964
H -0.832 7.305 -3.598
*
```

Calculated values
- Electronic energy: -2583.98201 Ha
- Kohn-Sham gap: 9.01 eV

=====

Record 4
The following is a quantum chemistry calculation of 3 unconnected molecules or ions with the total composition C24H40BrClN2O2, from OMol25.

Geometry as ORCA input:
```
! RIJCOSX wB97M-V def2-TZVPD def2/J DEFGRID3
* xyz 0 1
Br -6.408 2.455 5.050
Cl -8.100 -2.128 1.336
O -5.230 3.484 2.487
O -8.119 0.067 3.806
N -6.885 2.017 3.292
N -0.156 1.069 1.125
C -2.501 1.574 1.725
C -1.529 0.501 1.106
C 2.764 -2.758 0.460
C -5.040 1.331 0.114
C 6.153 3.281 -0.485
C 4.176 1.029 -1.409
C -5.852 2.473 2.393
C -6.202 -0.867 -0.396
C 4.707 3.144 -0.022
C 1.863 1.839 -2.123
C 2.504 -6.264 -0.891
C -2.889 2.742 0.752
C 3.344 1.747 -2.473
C -5.845 1.357 1.316
C -6.798 0.307 1.705
C 4.201 1.702 -0.034
C -7.416 0.691 3.078
C 1.667 -1.703 0.391
C 2.192 -3.895 -1.788
C 1.528 -5.127 -1.172
C 3.251 -3.218 -0.914
C -6.984 -0.841 0.850
C -5.257 0.163 -0.777
C -3.994 2.392 -0.322
H -1.952 2.989 0.171
H 6.474 4.323 -0.417
H 6.821 2.682 0.138
H 3.445 1.201 -3.416
H 4.063 3.781 -0.635
H 1.389 -1.383 1.397
H 3.013 -6.575 -1.806
H -3.474 2.040 -1.256
H 1.697 2.426 -1.217
H 6.276 2.967 -1.524
H 0.763 -5.490 -1.866
H 1.314 2.322 -2.934
H 2.660 -4.182 -2.736
H 2.414 -3.612 1.048
H -4.674 0.121 -1.728
H 3.645 -2.353 -1.458
H 3.615 -2.339 1.005
H -1.939 2.048 2.581
H 1.436 0.843 -1.973
H -3.365 1.037 2.191
H 0.399 0.726 0.344
H 0.307 0.859 2.006
H 1.415 -3.169 -2.048
H 1.970 -7.129 -0.492
H 5.200 0.920 -1.780
H -6.371 -1.751 -1.061
H 1.003 -4.858 -0.251
H -1.510 -0.387 1.808
H 3.740 2.750 -2.655
H 4.099 -3.897 -0.777
H 4.633 3.527 1.000
H -4.547 3.326 -0.631
H -1.841 0.104 0.109
H -3.108 3.667 1.346
H 4.829 1.100 0.632
H 3.259 -5.976 -0.157
H 3.791 0.011 -1.287
H 2.007 -0.822 -0.160
H 3.196 1.678 0.402
H 0.766 -2.088 -0.094
*
```

Calculated values
- Electronic energy: -4232.64093 Ha
- SMILES string: NCCCCc1ccc(Cl)c2c1C(=O)N(Br)C2=O.CCCCCC.CCCCCC
- Kohn-Sham gap: 8.39 eV

=====

Among the records above, which one has the highest electronic energy?
C31H58N3O16